C32H63N4O6 | the ωB97M-V functional and the def2-TZVPD basis

Geometry as XYZ:
```
105
Properties=species:S:1:pos:R:3:mulliken_charge:R:1
C 1.39498 -2.14117 1.71322 -0.4755
C 0.62934 -3.59091 1.71819 -0.4280
C 0.41802 -4.27016 0.23924 -0.8835
N -0.26224 -3.38716 -0.78158 1.0129
C 0.38564 -3.45054 -2.14675 -1.1749
C 1.50268 -2.22446 -2.19074 0.5169
C 1.76611 -1.62903 -3.69783 -0.7708
C 2.85834 -0.40727 -3.74431 -0.2556
C 2.25598 1.06276 -3.28730 -0.1193
O 0.89674 1.33878 -3.78202 -0.2957
C 0.85571 2.58187 -4.59611 0.5550
C 0.63899 4.07787 -3.89906 -0.7505
O 1.01143 2.54442 -5.92643 -0.5367
C -1.76143 -3.57621 -0.82766 -0.5859
C -2.53325 -3.09290 0.57531 -0.8208
N -1.95466 -1.70852 0.90295 0.0288
C -2.73094 -1.02492 2.00700 -0.8067
C -2.25704 -5.06771 -1.31410 0.2578
O -3.19649 -5.67498 -0.54939 -0.6916
O -1.78871 -5.79807 -2.50204 -0.7401
H 2.55918 -2.34495 1.67617 -0.0121
H 1.20104 -1.57859 2.74267 0.3192
H 1.03583 -1.42606 0.85934 0.0312
H 1.30195 -4.34770 2.35047 0.4314
H -0.40121 -3.54157 2.31806 0.1324
H -0.07042 -5.32149 0.39733 0.2894
H 1.51324 -4.48323 -0.18586 0.3279
H -0.42675 -3.21910 -2.98976 0.2926
H 0.83914 -4.50635 -2.39880 0.2976
H 1.18889 -1.37297 -1.41986 -0.1076
H 2.50611 -2.69255 -1.78571 0.0421
H 0.74138 -1.30494 -4.21710 0.2718
H 2.19622 -2.53425 -4.34511 0.2950
H 3.86375 -0.66076 -3.17731 0.0625
H 3.16702 -0.28246 -4.88949 0.3123
H 2.95672 1.89718 -3.73945 0.3598
H 2.27963 1.15987 -2.09901 0.0134
H 0.25904 4.78631 -4.78086 0.2786
H -0.11577 4.02914 -2.99912 0.2811
H 1.66542 4.53026 -3.49364 0.2228
H -2.16349 -2.81647 -1.65634 0.4698
H -3.70235 -2.98217 0.36618 0.3075
H -2.39373 -3.86892 1.44952 0.2259
H -1.99445 -1.15450 0.00902 0.1767
H -2.75622 -1.72081 2.97274 0.2806
H -3.78411 -0.62254 1.69294 0.1797
H -2.09793 -0.07071 2.34335 0.2442
C -7.99244 3.86902 3.23636 -1.7926
C -6.59591 3.64272 2.58569 1.9319
C -6.26115 4.79558 1.59478 -1.2736
C -6.94643 4.69054 0.23717 -0.4805
C -6.76845 3.30139 -0.36572 -1.2277
C -7.23020 2.17882 0.59574 1.6132
N -6.58338 2.28399 1.94630 0.2272
O -5.24032 1.88583 1.80706 -0.4600
C -8.77847 2.23385 0.72598 -1.7358
C -6.97251 0.79356 -0.07841 -1.7832
C -5.59413 3.77123 3.78325 -1.9288
H -8.52602 2.92797 3.39286 0.3307
H -7.91950 4.32492 4.22923 0.4837
H -8.62996 4.53189 2.64111 0.3317
H -5.17588 4.82158 1.41728 0.4127
H -6.51588 5.76262 2.04571 0.3221
H -8.00931 4.93834 0.32672 0.2922
H -6.51896 5.43752 -0.44390 0.3817
H -7.32367 3.24609 -1.31086 0.3826
H -5.71287 3.16354 -0.62958 0.3660
H -9.14029 1.47434 1.42866 0.3716
H -9.25768 2.03258 -0.23930 0.4202
H -9.16247 3.20315 1.04537 0.3411
H -5.92145 0.63901 -0.34350 0.3556
H -7.54075 0.70038 -1.01210 0.4040
H -7.28466 -0.02712 0.57930 0.4378
H -5.74642 2.97101 4.51987 0.4530
H -5.72569 4.72876 4.30205 0.4710
H -4.54841 3.74761 3.45877 0.3538
C 8.41790 -1.21411 1.83433 -1.7780
C 7.22449 -1.82286 1.04057 1.9508
C 7.57685 -1.94118 -0.47103 -1.2984
C 7.47511 -0.63773 -1.25486 -0.6861
C 6.14517 0.06120 -0.99474 -0.9574
C 5.88078 0.28038 0.51517 1.7404
N 6.00300 -0.99032 1.30502 0.1264
O 4.87328 -1.77983 1.01843 -0.3944
C 6.87229 1.35249 1.04867 -1.8380
C 4.48456 0.95739 0.69423 -1.6488
C 7.10758 -3.28420 1.59288 -1.9520
H 8.07853 -0.56119 2.64259 0.3230
H 9.02666 -1.98174 2.32332 0.5084
H 9.10012 -0.64410 1.19415 0.3240
H 6.90296 -2.66825 -0.94773 0.4253
H 8.58933 -2.34665 -0.58880 0.3375
H 8.31248 0.02269 -1.00626 0.2948
H 7.56746 -0.85111 -2.32748 0.4057
H 6.13355 1.02097 -1.52701 0.6081
H 5.33941 -0.53689 -1.43735 0.0366
H 6.73879 1.50908 2.12533 0.3723
H 6.70080 2.31874 0.55991 0.4007
H 7.92113 1.11611 0.86681 0.3531
H 3.66861 0.36937 0.26138 0.1305
H 4.45592 1.93423 0.19593 0.4157
H 4.26215 1.12348 1.75559 0.4575
H 6.83128 -3.28925 2.65579 0.4642
H 8.06190 -3.81636 1.49593 0.4873
H 6.37381 -3.88244 1.04238 0.3272
```

Calculated values
E_tot   -1927.11729 hartree
2S+1   3
Total charge   -1
Frontier orbital gap (spin up / spin down)   0.2144 / 0.1848 hartree
Highest occupied orbital energy (spin up / spin down)   -0.14220 / -0.14220 Eh


C32H63N5O3 | the ωB97M-V functional and the def2-TZVPD basis

Geometry as XYZ:
```
103
Properties=species:S:1:pos:R:3:mulliken_charge:R:1
C -5.77274 3.62972 4.18844 -1.1068
C -4.82870 2.42386 4.39337 -0.5119
C -4.20232 1.87115 3.08788 0.0818
C -3.40321 0.57076 3.45224 -1.0451
C -2.13923 0.35859 2.59385 -0.7249
C -2.44137 -0.18743 1.14348 -0.2519
C -1.29732 -1.19072 0.75575 -0.6375
C -0.87129 -1.08049 -0.74914 -0.2910
C 0.63373 -0.76323 -0.95251 -1.0717
C 1.56660 -1.92557 -0.47228 -0.0555
C 2.11703 -2.77448 -1.68512 -0.8282
C 3.50758 -3.40587 -1.37442 -0.6539
C 4.67629 -2.88138 -2.20715 0.4623
C 4.59073 -1.77814 -3.01994 -0.2380
C 5.72500 -1.32158 -3.79684 -1.0107
C 6.90645 -1.99604 -3.68502 -0.2054
C 7.07855 -3.14196 -2.83492 0.3814
N 8.31952 -3.71887 -2.79625 -0.6395
C 8.30654 -4.76979 -1.99961 -0.1757
C 7.18795 -5.24041 -1.23594 -0.3394
N 6.01177 -4.64744 -1.25539 -0.4191
C 5.95017 -3.57274 -2.09988 0.1656
H -6.18057 3.88767 5.18993 0.3952
H -5.25106 4.54588 3.85601 0.1302
H -6.65412 3.42260 3.55817 0.3458
H -5.37973 1.59439 4.87288 0.2897
H -4.01840 2.76558 5.06861 0.3348
H -3.58414 2.60395 2.54184 -0.0626
H -5.05197 1.61749 2.41905 0.2686
H -4.07365 -0.30443 3.46831 0.3370
H -3.07079 0.72728 4.50086 0.4307
H -1.56390 -0.45554 3.08359 0.4292
H -1.45697 1.22778 2.57736 0.1932
H -2.47483 0.65990 0.43819 0.2252
H -3.40944 -0.71514 1.21315 0.2932
H -0.42229 -1.11072 1.42219 0.3304
H -1.70608 -2.21103 0.89562 0.2363
H -1.46749 -0.27232 -1.20662 0.3806
H -1.08990 -2.03997 -1.24807 0.1052
H 0.79146 -0.61274 -2.03592 0.3857
H 0.91741 0.12726 -0.35909 0.2673
H 0.99834 -2.63357 0.16123 0.3405
H 2.44402 -1.55208 0.07707 0.1151
H 1.40866 -3.62342 -1.77750 0.1119
H 2.05293 -2.23011 -2.63776 0.5783
H 3.71509 -3.31095 -0.29074 0.3941
H 3.42649 -4.49605 -1.54795 0.4106
H 3.65683 -1.21978 -3.12882 0.3533
H 5.63114 -0.45252 -4.45598 0.3812
H 7.75981 -1.65064 -4.28397 0.3673
H 9.24811 -5.33352 -1.90864 0.3646
H 7.31305 -6.12033 -0.59594 0.4023
C 3.79245 0.59474 5.71082 -0.6645
O 3.24213 1.33311 4.63514 -0.3760
C 4.15739 1.65224 3.60134 -0.7275
C 4.36480 0.53239 2.56773 0.1928
C 5.26607 -0.59400 3.06348 -1.4718
N 3.09004 -0.04153 2.12473 -0.4160
H 4.82743 0.88190 5.91682 0.3060
H 3.73058 -0.47800 5.51421 0.2388
H 3.19327 0.80248 6.59803 0.2555
H 3.72195 2.51102 3.08223 0.3519
H 5.11252 1.99271 4.02128 0.4439
H 4.85658 0.98033 1.69862 0.3972
H 4.76435 -1.24337 3.78142 0.2994
H 5.57665 -1.22315 2.22768 0.3292
H 6.16866 -0.19650 3.53324 0.3717
H 2.52562 0.69696 1.71087 0.2147
H 2.56855 -0.30333 2.95888 0.2435
C -5.41394 6.51904 1.31198 -0.8143
O -4.77076 5.29158 1.01776 -0.2384
C -4.03220 5.28300 -0.19122 -0.7417
C -2.61156 5.86041 -0.07264 0.3611
C -2.57642 7.38456 -0.02370 -1.4505
N -1.90582 5.33189 1.09961 -0.7094
H -5.76928 7.02550 0.41024 0.3805
H -4.74338 7.17266 1.87464 0.2828
H -6.27349 6.30356 1.94801 0.2330
H -3.94240 4.22870 -0.46985 0.3048
H -4.59917 5.77089 -0.99452 0.4393
H -2.06150 5.55331 -0.96762 0.3958
H -2.90013 7.77769 0.94024 0.2730
H -1.55932 7.74302 -0.18842 0.3725
H -3.21097 7.81694 -0.80081 0.3526
H -1.84975 4.31930 1.02007 0.2103
H -2.50790 5.47678 1.90739 0.3433
C -2.27379 -1.59253 -4.73292 -0.7772
O -2.66655 -2.39471 -3.63460 -0.1509
C -3.77767 -3.23837 -3.88185 -0.8324
C -3.42566 -4.56723 -4.57198 0.3468
C -3.15948 -4.42419 -6.06710 -1.4050
N -2.26984 -5.21662 -3.94502 -0.7226
H -3.13047 -1.26887 -5.33081 0.3474
H -1.55395 -2.12313 -5.36034 0.2624
H -1.77445 -0.70732 -4.33610 0.2231
H -4.19046 -3.47215 -2.89603 0.3179
H -4.56101 -2.69685 -4.42769 0.4039
H -4.28993 -5.22920 -4.45969 0.4355
H -2.19067 -3.96988 -6.27587 0.2763
H -3.16091 -5.40479 -6.54505 0.3532
H -3.93232 -3.81944 -6.54731 0.3446
H -2.48392 -5.39466 -2.96694 0.2760
H -1.51976 -4.52973 -3.90604 0.2977
```

Calculated values
SMILES string   CCCCCCCCCCCCc1cccc2nccnc12.COC[C@@H](C)N.COC[C@@H](C)N.COC[C@@H](C)N
E_tot   -1756.49306 hartree
2S+1   1
Frontier orbital gap   0.3190 hartree
Highest occupied orbital energy   -0.32118 Eh